ORCA calculation (ωB97M-V with the def2-TZVPD basis set) on a 5-piece molecular cluster, C4H14O7 overall in a non-equilibrium geometry.

XYZ file:
```
25
Properties=species:S:1:pos:R:3:nbo_charge:R:1
O -2.14 -0.68 -0.80 -0.8153
C -0.96 -0.56 -0.57 0.7874
O -0.18 -1.47 -0.46 -0.7808
C -0.57 0.93 -0.61 -0.4974
C -0.22 1.57 0.75 -0.4378
C 1.08 1.08 1.41 -0.0772
O 2.08 2.02 1.48 -0.8699
H -1.33 1.51 -1.16 0.1927
H 0.41 0.95 -1.29 0.1788
H -0.97 1.23 1.49 0.1842
H -0.10 2.68 0.57 0.1998
H 0.92 1.00 2.48 0.1255
H 1.44 0.06 0.96 0.1842
H -3.97 -0.29 0.63 0.4700
H -3.14 -1.50 0.53 0.4988
O -3.95 -1.19 0.98 -0.9956
H -2.25 -3.05 -0.92 0.4761
H -0.91 -2.70 -1.66 0.5005
O -1.68 -3.34 -1.70 -1.0097
H 2.50 -0.75 -0.56 0.4704
H 1.40 -1.82 -0.92 0.4964
O 2.25 -1.62 -0.27 -0.9928
H 2.95 1.82 0.69 0.4954
H 3.40 2.25 -0.84 0.4076
O 3.93 1.86 -0.24 -1.1912
```

Net charge: -2
Largest force on an atom in eV/A: 4.8
Energy relative to the best compared isomer or geometry (same formula, charge and spin) in kJ/mol: 178.11
HOMO in hartree: -0.0428

ORCA calculation (ωB97M-V with the def2-TZVPD basis set) on C4H15B2Be2Cl9 as an isolated structure in a non-equilibrium geometry.

XYZ file:
```
32
Properties=species:S:1:pos:R:3:nbo_charge:R:1
Be 2.75 -0.66 0.50 1.7076
Be -0.57 0.09 2.42 1.6317
B 1.87 0.50 2.59 -1.1981
H 1.29 0.99 3.46 0.1624
H 1.75 -0.64 2.66 0.0418
H 1.51 0.94 1.59 0.0355
H 3.00 0.65 2.66 0.1575
B 0.26 -1.06 0.35 -1.1502
H 0.91 -1.45 -0.52 0.1298
H -0.83 -1.39 0.25 0.1163
H 0.76 -1.46 1.30 0.0125
H 0.28 0.09 0.38 0.0272
C 0.17 -4.38 -1.11 -0.2925
Cl -0.39 -6.03 -0.92 0.0931
Cl -0.08 -3.81 -2.76 0.0444
Cl 1.87 -4.18 -0.58 -0.0243
H -0.45 -3.73 -0.50 0.2144
C -1.67 3.72 -0.07 -0.3924
Cl -0.78 2.49 0.86 -0.0839
Cl -1.28 5.32 0.52 0.0776
H -1.36 3.65 -1.11 0.2434
H -2.74 3.55 -0.04 0.2493
C 2.16 2.93 -2.24 -0.3994
Cl 2.41 3.34 -3.92 0.0613
Cl 1.21 1.42 -2.07 -0.0556
H 3.13 2.81 -1.77 0.2238
H 1.58 3.71 -1.76 0.2274
C -3.39 -1.49 -0.19 -0.3995
Cl -3.17 -2.91 0.87 0.0175
Cl -3.07 -0.02 0.73 0.0100
H -2.70 -1.54 -1.03 0.2407
H -4.42 -1.45 -0.55 0.2707
```

Net charge: +2
Largest force on an atom in eV/A: 4.2
Energy relative to the best compared isomer or geometry (same formula, charge and spin) in kJ/mol: 0.00
HOMO in hartree: -0.5876

The highest net charge belongs to which entry?
C4H15B2Be2Cl9

What did the first record say?
ORCA calculation (ωB97M-V with the def2-TZVPD basis set) on a 5-piece molecular cluster, C4H14O7 overall in a non-equilibrium geometry.

XYZ file:
```
25
Properties=species:S:1:pos:R:3:nbo_charge:R:1
O -2.14 -0.68 -0.80 -0.8153
C -0.96 -0.56 -0.57 0.7874
O -0.18 -1.47 -0.46 -0.7808
C -0.57 0.93 -0.61 -0.4974
C -0.22 1.57 0.75 -0.4378
C 1.08 1.08 1.41 -0.0772
O 2.08 2.02 1.48 -0.8699
H -1.33 1.51 -1.16 0.1927
H 0.41 0.95 -1.29 0.1788
H -0.97 1.23 1.49 0.1842
H -0.10 2.68 0.57 0.1998
H 0.92 1.00 2.48 0.1255
H 1.44 0.06 0.96 0.1842
H -3.97 -0.29 0.63 0.4700
H -3.14 -1.50 0.53 0.4988
O -3.95 -1.19 0.98 -0.9956
H -2.25 -3.05 -0.92 0.4761
H -0.91 -2.70 -1.66 0.5005
O -1.68 -3.34 -1.70 -1.0097
H 2.50 -0.75 -0.56 0.4704
H 1.40 -1.82 -0.92 0.4964
O 2.25 -1.62 -0.27 -0.9928
H 2.95 1.82 0.69 0.4954
H 3.40 2.25 -0.84 0.4076
O 3.93 1.86 -0.24 -1.1912
```

Net charge: -2
Largest force on an atom in eV/A: 4.8
Energy relative to the best compared isomer or geometry (same formula, charge and spin) in kJ/mol: 178.11
HOMO in hartree: -0.0428

Look up the largest force on an atom of the first one.
4.8 eV/A